# C36H52BClF3IN2O9S2

A 3-piece molecular cluster, C36H52BClF3IN2O9S2 overall (ωB97M-V/def2-TZVPD, the Open Molecules 2025 dataset).

Last column: Mulliken charge in e.
Positions of all 107 atoms, in Å:
C (-3.17782, -6.45030, -3.21863)  -0.74
O (-2.98833, -5.61401, -4.34145)  -0.29
C (-1.72820, -5.75119, -4.98644)  -0.65
C (-1.41603, -4.47270, -5.75884)  -0.59
C (-0.41893, -3.51860, -5.07272)  -0.81
C (-0.98363, -2.10609, -4.87472)  -0.27
C (-0.15654, -1.28492, -3.89292)  -0.93
C (-0.56043, 0.18687, -3.83691)  -0.46
C (0.22979, 0.93461, -2.76320)  -0.21
C (-0.02083, 2.44838, -2.78511)  -0.85
C (-1.34132, 2.83116, -2.09958)  -0.73
C (-1.24435, 3.05909, -0.57695)  -0.26
C (-1.49767, 1.84014, 0.27473)  -0.77
C (-2.74143, 1.20121, 0.28494)  1.20
S (-4.11582, 1.88104, -0.62062)  -0.20
C (-2.95464, 0.04491, 1.03613)  -0.89
C (-1.93889, -0.48592, 1.81018)  -0.93
C (-0.71530, 0.16919, 1.85608)  1.48
C (-0.48870, 1.31846, 1.10878)  -0.85
N (0.76613, 2.00218, 1.16567)  1.09
Cl (1.95016, 1.15991, 0.12081)  -0.11
C (1.37199, 2.07738, 2.46605)  -1.55
C (2.04901, 3.25127, 2.79433)  0.27
C (2.07503, 4.41199, 1.82756)  -1.63
C (1.24330, 5.59549, 2.36951)  -0.25
C (-0.18214, 5.58530, 1.84417)  -1.24
I (2.17787, 7.48347, 1.90411)  0.05
C (2.71401, 3.33600, 4.02446)  0.27
B (3.54863, 4.63201, 4.42414)  1.12
O (3.36587, 5.33226, 5.57496)  -0.53
O (4.52390, 5.07256, 3.54555)  -0.78
C (2.69817, 2.24688, 4.90632)  -0.06
N (3.43177, 2.40060, 6.12383)  -0.51
C (1.99681, 1.06585, 4.60137)  -0.22
C (1.97873, -0.09534, 5.56967)  -1.75
C (0.57117, -0.52189, 6.08280)  -0.43
C (0.43739, -2.00426, 6.05060)  0.33
F (1.36001, -2.68429, 6.77796)  -0.35
C (-0.41507, -2.71047, 5.32618)  0.31
F (-0.26461, -4.00341, 5.04805)  -0.26
F (-1.54080, -2.23221, 4.79800)  -0.22
C (1.35121, 1.00865, 3.36492)  1.61
S (0.55622, -0.48978, 2.87549)  -0.11
H (-3.21519, -5.85193, -2.30468)  0.25
H (-4.11666, -6.99694, -3.32516)  0.25
H (-2.37749, -7.18587, -3.10918)  0.36
H (-1.78316, -6.59687, -5.68467)  0.28
H (-0.94181, -5.98840, -4.26313)  0.46
H (-2.36669, -3.97619, -5.95933)  0.17
H (-1.01885, -4.77566, -6.72979)  0.48
H (-0.07428, -3.92997, -4.12058)  0.43
H (0.45965, -3.43384, -5.71700)  0.34
H (-2.02586, -2.18392, -4.55338)  0.19
H (-0.97519, -1.62272, -5.85730)  0.29
H (-0.26583, -1.73916, -2.90141)  0.33
H (0.90093, -1.39047, -4.16020)  0.28
H (-0.42787, 0.63256, -4.82520)  0.31
H (-1.62126, 0.20148, -3.56737)  0.16
H (-0.09375, 0.54516, -1.79435)  -0.12
H (1.29645, 0.74626, -2.90448)  0.54
H (-0.04432, 2.79153, -3.82282)  0.50
H (0.80118, 2.98168, -2.29713)  0.30
H (-2.05361, 2.03976, -2.33241)  0.26
H (-1.73299, 3.73707, -2.56502)  0.48
H (-1.93497, 3.86011, -0.30515)  0.66
H (-0.23172, 3.39955, -0.36945)  -0.65
H (-4.60793, 0.71577, -1.05304)  0.13
H (-3.92790, -0.42691, 1.03694)  0.43
H (-2.10022, -1.37190, 2.40902)  0.43
H (3.10193, 4.73048, 1.66360)  0.66
H (1.62898, 4.11749, 0.88145)  0.34
H (1.20757, 5.57899, 3.45773)  0.43
H (-0.67193, 4.66238, 2.16852)  0.17
H (-0.21149, 5.69551, 0.76205)  0.35
H (-0.74475, 6.41118, 2.28202)  0.56
H (2.59765, 5.02458, 6.06481)  0.30
H (5.38942, 5.13759, 3.96022)  0.30
H (4.39075, 2.09310, 6.04011)  0.19
H (2.99393, 1.95107, 6.91179)  0.27
H (2.56714, 0.13852, 6.44956)  0.47
H (2.47989, -0.94783, 5.10068)  0.42
H (0.42777, -0.15360, 7.10121)  0.40
H (-0.21721, -0.08898, 5.47046)  0.35
C (-5.47188, -2.81427, -4.77207)  -0.23
O (-6.19477, -2.05063, -5.74498)  -0.33
C (-5.70076, -0.83504, -5.96813)  0.78
O (-4.74098, -0.35341, -5.42536)  -0.51
O (-6.44730, -0.24329, -6.89952)  -0.35
C (-6.02078, 1.07863, -7.23960)  -0.62
H (-5.98461, -3.76810, -4.69912)  0.20
H (-4.44498, -2.97668, -5.09251)  0.03
H (-5.48375, -2.31216, -3.80625)  0.29
H (-5.00895, 1.06397, -7.63985)  0.29
H (-6.06445, 1.73167, -6.37016)  0.29
H (-6.71279, 1.42927, -7.99920)  0.21
C (6.79738, -3.99713, 4.28414)  -0.67
O (5.80388, -2.97217, 4.37203)  -0.32
C (5.69515, -2.22057, 3.27629)  0.61
O (6.34569, -2.33979, 2.27263)  -0.55
O (4.74164, -1.31508, 3.48797)  -0.03
C (4.50730, -0.42691, 2.38787)  -0.53
H (6.77160, -4.52006, 5.23532)  0.22
H (6.56475, -4.68804, 3.47634)  0.30
H (7.78302, -3.56352, 4.12699)  0.30
H (4.18951, -0.98060, 1.50683)  0.32
H (5.39995, 0.15351, 2.16121)  0.41
H (3.71011, 0.23833, 2.70191)  -0.14

Force components x, y, z for each atom (eV/Å):
-0.04 -0.11 0.01
0.17 0.17 0.23
-0.25 -0.13 -0.35
0.33 -0.34 0.03
-0.28 0.22 -0.30
0.30 -0.30 -0.12
-0.16 -0.17 -0.14
0.12 -0.55 0.49
-0.28 0.40 -0.41
-0.06 -0.01 0.30
0.12 -0.19 -0.43
0.19 -0.13 -0.34
-0.01 0.06 0.16
-0.12 -0.28 -0.03
0.01 0.22 0.03
0.31 0.02 0.09
-0.08 0.14 -0.12
0.18 -0.04 0.05
-0.41 0.07 -0.24
0.29 -0.54 0.27
-0.05 0.11 -0.08
0.00 0.27 0.23
0.02 -0.11 -0.12
-0.15 0.36 0.24
-0.08 -0.15 -0.11
-0.03 0.34 0.45
-0.08 -0.03 -0.03
-0.12 0.14 -0.01
0.15 -0.03 -0.17
-0.22 0.16 -0.18
0.14 -0.70 0.18
-0.18 0.00 -0.21
-0.16 0.20 -0.02
-0.01 0.37 0.26
-0.19 -0.24 -0.14
-0.13 0.01 0.11
-0.14 0.08 0.16
0.10 0.11 -0.48
-0.09 -0.45 -0.07
-0.34 0.43 0.40
0.62 -0.04 -0.14
-0.20 -0.15 -0.10
0.11 0.00 0.00
-0.01 0.01 0.01
-0.03 0.04 0.01
0.03 0.00 -0.05
-0.03 -0.05 0.07
0.00 0.13 0.08
0.00 0.04 0.01
-0.01 0.09 -0.03
-0.10 -0.02 0.05
0.15 -0.03 0.20
0.00 0.17 0.07
-0.21 0.13 0.06
0.06 0.09 0.06
0.03 0.13 0.02
-0.07 0.13 0.02
-0.08 0.24 -0.29
0.34 -0.11 0.06
0.01 -0.14 0.16
0.03 -0.01 -0.01
0.05 -0.04 -0.04
-0.17 0.14 0.07
-0.03 0.04 0.08
-0.02 -0.06 0.16
-0.10 0.22 0.14
0.00 -0.06 0.02
-0.02 0.02 -0.02
-0.01 -0.01 0.01
0.03 -0.15 0.00
0.21 -0.03 -0.10
0.17 0.08 0.01
0.02 -0.12 -0.24
-0.01 -0.17 -0.04
-0.03 0.00 -0.06
0.19 -0.17 0.21
-0.03 0.53 -0.01
0.03 -0.04 0.06
0.12 -0.12 0.03
0.23 -0.04 -0.12
-0.04 -0.03 0.01
0.01 0.00 0.01
-0.02 -0.04 0.00
0.01 -0.12 0.05
-0.02 0.00 0.00
-0.02 -0.10 -0.03
0.07 0.05 0.06
-0.03 0.01 -0.01
-0.04 0.10 -0.08
-0.03 0.01 -0.05
0.01 0.04 0.03
0.05 0.04 -0.02
0.03 0.00 0.06
0.06 -0.02 0.02
-0.03 -0.06 0.00
0.05 -0.11 0.08
-0.01 0.00 0.03
-0.03 0.00 0.03
0.03 0.00 -0.04
-0.06 0.07 0.07
-0.07 0.13 -0.13
-0.05 0.04 0.02
0.03 0.04 -0.05
-0.01 0.01 -0.07
0.06 -0.03 -0.01
0.05 -0.08 -0.02
0.01 -0.02 0.05

Values from the calculation:
E_HOMO: -0.303 Eh
F_max: 0.746 eV Å⁻¹
SMILES: COCCCCCCCCCCc1c(S)ccc2c1N(Cl)c1c(C[C@H](C)I)c(B(O)O)c(N)c(CCC(F)=C(F)F)c1S2.COC(=O)OC.COC(=O)OC
Energy: -4068.41632 hartree
Charge: 0
Multiplicity: 1
HOMO-LUMO gap: 8.2 eV